Arrangement w

Below is a single C4H9NOS2 molecule, with properties calculated with ωB97M-V/def2-TZVPD.

HOMO energy (alpha / beta) in eV: -7.346 / -7.356
Net charge: 0
SMILES: CS[S@@]1(=O)=CNCC1
M in g/mol: 151.26
Multiplicity: 1

The geometry in XYZ format:
```
17
Properties=species:S:1:pos:R:3:nbo_charge:R:1
S 0.38748 0.43623 0.29641 1.401
S 1.50168 -1.67900 0.59964 -0.222
O 0.02451 0.78164 1.68420 -0.933
N -0.21121 1.57868 -1.90232 -0.581
C 0.53032 1.87267 -0.79946 -0.349
C -1.42947 0.81899 -1.57255 -0.248
C -1.00645 -0.29829 -0.69847 -0.590
C 1.23522 -1.84333 2.45263 -0.672
H -2.14601 1.42995 -1.02970 0.215
H -1.71518 -0.70859 0.07350 0.255
H 2.14387 -2.17286 2.86290 0.212
H -0.55301 -1.11113 -1.08696 0.236
H -1.94202 0.49122 -2.45553 0.216
H 0.99437 -0.86542 2.72331 0.243
H 1.60906 2.23316 -0.86067 0.231
H 0.14506 1.46231 -2.88292 0.388
H 0.43179 -2.42621 2.59600 0.198
```


Arrangement x

Below is a single C4H9NOS2 molecule, with properties calculated with ωB97M-V/def2-TZVPD.

HOMO energy in eV: -8.914
Net charge: 0
SMILES: CS[C@@](C)(S)C(N)=O
M in g/mol: 151.26
Multiplicity: 1

The geometry in XYZ format:
```
17
Properties=species:S:1:pos:R:3:nbo_charge:R:1
S 0.86370 0.12212 -2.45281 -0.031
S 1.48208 0.51181 0.39034 0.250
O -1.68014 -1.01618 0.26253 -0.618
N 0.12980 -2.11482 -0.37532 -0.840
C -0.98227 1.38109 -0.65419 -0.649
C 0.78115 0.16034 1.99546 -0.787
C -0.59277 -1.01050 -0.27964 0.631
C 0.07821 0.30532 -0.69754 -0.324
H -0.69352 2.16498 -1.39093 0.217
H 0.42291 -0.78822 2.24031 0.227
H -1.01231 1.79261 0.35066 0.224
H 1.40837 0.70063 2.66053 0.242
H 1.20603 -2.12075 -0.44708 0.433
H 1.17231 1.39218 -2.60632 0.124
H -1.95674 0.75620 -0.95835 0.258
H -0.18674 0.73274 2.14025 0.224
H -0.44010 -2.96953 -0.17790 0.417
```


Of them, arrangement x has the highest stability.


Arrangement w

Below is a single C5H11FN2 molecule, with properties calculated with ωB97M-V/def2-TZVPD.

HOMO energy in eV: -9.091
Net charge: 0
SMILES: CN1C[C@H]1[C@H](F)CN
M in g/mol: 118.16
Multiplicity: 1

The geometry in XYZ format:
```
19
Properties=species:S:1:pos:R:3:nbo_charge:R:1
F 2.36676 -0.76425 -1.01225 -0.371
N -0.45245 0.58139 0.92870 -0.414
N -1.16831 -1.83001 -0.98139 -0.830
C 0.12771 -1.37185 -1.50941 -0.246
C 1.09920 -0.87211 -0.42825 0.191
C 0.83300 0.83325 1.54162 -0.247
C -1.30347 1.73321 0.69552 -0.411
C 0.74579 0.49520 0.10126 -0.119
H -1.05151 -2.67310 -0.44172 0.351
H 1.06657 1.85026 1.79791 0.192
H -1.97261 1.51476 -0.12042 0.203
H 1.14661 -1.60380 0.37454 0.159
H -0.70493 2.63499 0.44664 0.168
H 1.18588 0.11346 2.26155 0.203
H -1.52243 -1.11628 -0.33770 0.368
H -1.89999 1.95345 1.59348 0.205
H -0.04600 -0.56917 -2.24523 0.188
H 0.93708 1.29293 -0.62645 0.205
H 0.61310 -2.20232 -2.03838 0.204
```


Arrangement x

Below is 2 unconnected molecules or ions with the total composition C5H11FN2, with properties calculated with ωB97M-V/def2-TZVPD.

HOMO energy in eV: -8.515
Net charge: 0
M in g/mol: 118.15
Multiplicity: 1

The geometry in XYZ format:
```
19
Properties=species:S:1:pos:R:3:nbo_charge:R:1
F -0.75413 -0.46433 -1.49232 -0.416
N 1.56446 -0.20090 -1.46115 -0.838
N -1.72281 -0.62653 2.02918 -0.661
C -1.66992 0.26715 1.19260 0.194
C 0.24250 0.58107 0.39441 -0.207
C 0.51719 -1.87516 -0.06566 -0.636
C 0.42218 -0.47973 -0.66295 0.439
C 0.17733 2.01050 -0.06335 -0.658
H 1.49068 0.69136 -1.93400 0.369
H 1.16586 2.37230 -0.35028 0.212
H 0.63690 -2.61598 -0.85590 0.209
H -2.60287 -0.84679 2.48872 0.355
H -2.36673 0.95983 0.74138 0.157
H -0.49116 2.10479 -0.91875 0.217
H 1.72989 -0.92794 -2.14614 0.371
H -0.18720 2.64847 0.73929 0.220
H 0.85648 0.40460 1.26721 0.214
H -0.38552 -2.08545 0.50009 0.240
H 1.37687 -1.91725 0.59764 0.220
```


Arrangement y

Below is a molecular structure, C5H11FN2, with properties calculated with ωB97M-V/def2-TZVPD.

HOMO energy in eV: -8.505
Net charge: 0
M in g/mol: 118.16
Multiplicity: 1

The geometry in XYZ format:
```
19
Properties=species:S:1:pos:R:3:nbo_charge:R:1
F 0.11671 -2.33344 -0.24426 -0.400
N -0.44020 1.81804 -0.30077 -0.831
N 2.49600 -0.05189 -0.17077 -0.842
C 0.16365 0.89186 0.45127 -0.027
C -1.92736 -0.57614 -0.47582 -0.637
C 0.33647 -1.22892 0.66191 0.191
C -0.87103 -0.23991 0.70675 -0.271
C 1.21903 -0.15879 -0.12715 -0.040
H -1.60739 -0.23421 -1.61470 0.244
H 0.10775 2.64208 -0.71151 0.359
H 3.08853 -0.74839 -0.86554 0.397
H -1.22143 -0.18801 1.70358 0.216
H 0.64661 1.11486 1.53437 0.147
H -1.03191 2.53905 0.27561 0.366
H -3.19117 -0.26227 -0.16231 0.205
H 2.74836 1.00612 -0.36074 0.376
H -2.08976 -1.65855 -0.68729 0.230
H 0.76370 -1.72145 1.58707 0.181
H 0.69344 -0.61002 -1.19969 0.137
```


Of them, arrangement w has the highest stability.


Arrangement w

Below is a molecular structure, C7H8O, with properties calculated with ωB97M-V/def2-TZVPD.

HOMO energy in eV: -9.660
Net charge: 0
M in g/mol: 108.14
Multiplicity: 1

The geometry in XYZ format:
```
16
Properties=species:S:1:pos:R:3:nbo_charge:R:1
O 1.70076 -0.50285 1.12348 -0.495
C -1.56354 -1.20353 -0.00576 0.008
C -0.55339 1.09410 -0.40477 -0.189
C 2.43449 -0.19170 0.03135 -0.066
C 1.11320 -0.92507 -0.21680 0.020
C -1.16256 1.84799 0.47594 -0.370
C -2.76958 -1.39959 0.35757 -0.236
C -0.32813 -0.47718 -0.58229 -0.345
H -0.34560 -0.34886 -1.80464 0.263
H -1.50829 1.36311 1.67626 0.215
H 2.71575 0.92717 -0.23822 0.196
H 3.23765 -1.04373 -0.15773 0.159
H 0.07568 1.53640 -1.14906 0.190
H 1.59964 -1.80723 -0.45241 0.202
H -3.46906 -1.80508 1.02852 0.235
H -1.17702 2.93605 0.31855 0.214
```


Arrangement x

Below is a single C7H8O molecule, with properties calculated with ωB97M-V/def2-TZVPD.

HOMO energy in eV: -8.658
Net charge: 0
SMILES: C[C@]12C=C[C@H](C=C1)O2
M in g/mol: 108.14
Multiplicity: 1

The geometry in XYZ format:
```
16
Properties=species:S:1:pos:R:3:nbo_charge:R:1
O -0.27268 -0.22078 1.27836 -0.498
C -0.05048 1.37497 -0.54128 -0.255
C -1.53382 -0.20687 0.70462 0.008
C 0.48090 0.00350 0.03082 0.119
C -1.33707 -1.21418 -0.39418 -0.216
C -1.24662 1.22670 -0.07947 -0.129
C -0.05653 -0.98685 -0.75650 -0.181
C 1.99627 -0.14504 0.35244 -0.625
H 2.12525 -0.96533 1.18417 0.243
H 0.38652 2.19934 -1.01838 0.237
H -2.01337 1.84404 -0.03263 0.183
H -2.05595 -1.89554 -0.70664 0.219
H 0.51791 -1.23998 -1.75831 0.230
H 2.80241 -0.65289 -0.52571 0.224
H 2.47537 0.96565 0.75246 0.224
H -2.21810 -0.08675 1.51021 0.216
```


Of them, arrangement x has the highest stability.


Arrangement w

Below is a single C7H8O molecule, with properties calculated with ωB97M-V/def2-TZVPD.

HOMO energy in eV: -8.897
Net charge: 0
SMILES: O=CCC1C=CC=C1
M in g/mol: 108.14
Multiplicity: 1

The geometry in XYZ format:
```
16
Properties=species:S:1:pos:R:3:nbo_charge:R:1
O -1.74321 -0.74520 0.14298 -0.495
C 0.11145 1.80391 0.24229 -0.150
C 0.13719 -1.25820 -1.09176 -0.510
C 0.49978 1.26176 -0.92512 -0.256
C 0.96478 -0.15197 -0.46641 -0.291
C 0.44415 1.12504 1.59448 -0.260
C 0.86227 -0.05227 1.14516 -0.155
C -1.17840 -1.57264 -0.41443 0.427
H 0.56124 1.59453 2.62487 0.240
H 2.10227 -0.47184 -0.46661 0.248
H 0.03742 -0.94303 -2.25791 0.242
H -0.28024 2.96759 0.37301 0.198
H -1.78301 -2.46900 -0.62291 0.112
H 0.61701 -2.33899 -1.15056 0.219
H 1.47839 -0.70885 1.79713 0.203
H 0.16531 1.39750 -1.94607 0.228
```


Arrangement x

Below is a single C7H8O molecule, with properties calculated with ωB97M-V/def2-TZVPD.

HOMO energy in eV: -9.786
Net charge: 0
SMILES: C#CCC/C=C\C=O
M in g/mol: 108.14
Multiplicity: 1

The geometry in XYZ format:
```
16
Properties=species:S:1:pos:R:3:nbo_charge:R:1
O -2.50398 0.84759 1.03140 -0.530
C 1.80968 1.59170 -0.79955 -0.254
C 0.16509 -0.77781 0.99424 -0.455
C -0.46155 -0.83424 -0.38175 -0.054
C -2.47664 0.68661 -0.17322 0.397
C 1.86537 0.64413 -0.08722 -0.006
C -1.48841 -0.14847 -0.95957 -0.343
C 1.71547 -0.47910 0.81832 -0.486
H 1.84168 2.08689 -1.75304 0.237
H 0.24435 -1.22603 -1.01421 0.179
H -1.43933 -0.12524 -2.06491 0.222
H -0.43791 -0.06493 1.62526 0.261
H -3.22645 1.22595 -0.73571 0.115
H 2.13764 -1.22130 0.12600 0.235
H 0.01077 -1.82085 1.57246 0.229
H 2.24423 -0.38487 1.80149 0.253
```


Of them, arrangement x has the highest stability.


Arrangement w

Below is a single CH2FNO molecule, with properties calculated with ωB97M-V/def2-TZVPD.

HOMO energy in eV: -9.751
Net charge: 0
SMILES: NC(=O)F
M in g/mol: 63.03
Multiplicity: 1

The geometry in XYZ format:
```
6
Properties=species:S:1:pos:R:3:nbo_charge:R:1
F 1.14090 1.16429 0.05809 -0.293
O 1.54591 -1.17785 -0.07179 -0.704
N -0.75145 -0.01026 0.01515 -0.798
C 0.55664 -0.00660 0.00616 0.938
H -1.20872 0.89190 0.03073 0.417
H -1.28329 -0.86149 -0.03833 0.440
```


Arrangement x

Below is a single CH2FNO molecule, with properties calculated with ωB97M-V/def2-TZVPD.

HOMO energy in eV: -9.169
Net charge: 0
SMILES: [O-]/[NH+]=C/F
M in g/mol: 63.03
Multiplicity: 1

The geometry in XYZ format:
```
6
Properties=species:S:1:pos:R:3:nbo_charge:R:1
F 1.70551 -0.18406 0.01198 -0.351
O -1.71153 -0.01262 0.01645 -0.545
N -0.51494 -0.37398 -0.02276 -0.087
C 0.45104 0.41372 0.00967 0.373
H -0.45438 -1.35917 -0.14026 0.393
H 0.70650 1.50681 -0.14602 0.217
```


Arrangement y

Below is 2 unconnected molecules or ions with the total composition CH2FNO, with properties calculated with ωB97M-V/def2-TZVPD.

HOMO energy in eV: -11.153
Net charge: 0
SMILES: O=C=NF.[H][H]
M in g/mol: 63.03
Multiplicity: 1

The geometry in XYZ format:
```
6
Properties=species:S:1:pos:R:3:nbo_charge:R:1
F -2.02134 -1.86817 0.03211 -0.140
O -4.07557 1.01047 -0.01438 -0.465
N -2.40396 -0.59048 -0.02369 -0.174
C -3.40504 0.07200 0.02749 0.779
H -0.08881 -0.05975 0.16652 0.003
H 0.14613 -0.61886 -0.14122 -0.004
```


Of them, arrangement w has the highest stability.